[1]
91
Properties=species:S:1:pos:R:3 method="wB97M-V/def2-TZVPD" homo_lumo_gap_ev=6.72 lumo_ha=-0.121 charge=+1 e_above_lowest_kcal_mol=0.0 largest_force_ev_per_a=0.44
Zn 0.24041 0.04726 0.12920
C 0.33213 -2.70417 2.23645
C -0.86800 -2.74315 1.34180
C -1.72989 -3.83678 1.35922
C -2.85658 -3.82486 0.56827
C -3.14955 -2.68865 -0.17626
C -2.27091 -1.62786 -0.12608
N -1.11843 -1.68772 0.56120
C -2.57850 -0.30364 -0.74670
C -3.85742 0.06986 -1.11985
C -4.05634 1.35413 -1.59622
C -2.98641 2.22545 -1.68990
C -1.72951 1.78687 -1.30487
N -1.55408 0.54788 -0.84315
C -0.50165 2.63734 -1.38851
C -0.55062 3.93477 -1.85266
C 0.63438 4.64873 -1.94496
C 1.81760 4.02633 -1.60819
C 1.80036 2.70295 -1.16806
C 3.07589 1.96551 -0.90027
N 0.64387 2.04046 -1.02884
H 1.12583 -3.33039 1.83013
H 0.70028 -1.68464 2.35243
H 0.07550 -3.09631 3.22118
H -1.49815 -4.68367 1.99362
H -3.52612 -4.67567 0.55057
H -4.05045 -2.63956 -0.77352
H -4.68996 -0.61019 -1.00818
H -5.04803 1.68021 -1.88151
H -3.13581 3.22966 -2.05525
H -1.48415 4.39650 -2.14248
H 0.62792 5.67501 -2.29280
H 2.76605 4.54193 -1.69493
H 3.21100 1.19352 -1.66520
H 3.93596 2.63092 -0.95531
H 3.05436 1.48110 0.07671
Cl 0.70924 3.20820 6.79883
C 0.89851 2.48039 5.23577
C -0.21189 2.03094 4.54852
C -0.02832 1.43856 3.31359
Cl -1.42363 0.89354 2.41782
C 1.22545 1.25080 2.70395
O 1.41934 0.64964 1.55063
C 2.30818 1.75942 3.44173
Cl 3.90340 1.62948 2.76378
C 2.15976 2.35114 4.68343
H -1.20431 2.13783 4.96644
H 3.03016 2.71680 5.21139
C 4.35771 -4.55449 -0.24514
C 2.89908 -4.78974 -0.56983
C 2.45181 -6.11094 -0.66050
C 1.14325 -6.42982 -0.99327
C 0.23633 -5.41702 -1.26504
C 0.65580 -4.09894 -1.17722
C 1.96692 -3.77004 -0.82191
Sb 2.25247 -1.64580 -0.95423
C 4.28448 -1.21370 -0.49115
C 5.14593 -0.81662 -1.51061
C 6.46055 -0.47184 -1.22358
C 6.91097 -0.52457 0.08686
C 6.04607 -0.90867 1.10274
C 4.72189 -1.24900 0.83951
C 3.80592 -1.63022 1.97422
C 2.39317 -1.80188 -3.09183
C 3.40781 -2.62795 -3.58262
C 3.55739 -2.85104 -4.94243
C 2.67372 -2.25387 -5.83032
C 1.64385 -1.45974 -5.34903
C 1.48113 -1.22523 -3.98380
C 0.30496 -0.40494 -3.51901
H 4.90017 -5.49841 -0.24829
H 4.48970 -4.10901 0.73934
H 4.83800 -3.88922 -0.96210
H 3.16141 -6.90982 -0.47401
H 0.84013 -7.46837 -1.05932
H -0.78386 -5.64867 -1.55253
H -0.05792 -3.31055 -1.40755
H 4.80190 -0.76456 -2.53531
H 7.12496 -0.16777 -2.02342
H 7.93518 -0.26180 0.32168
H 6.39821 -0.93309 2.12902
H 4.32866 -1.59862 2.93008
H 3.40527 -2.63966 1.84876
H 2.96233 -0.93698 2.02619
H 4.09339 -3.11356 -2.89454
H 4.35166 -3.49287 -5.30360
H 2.77804 -2.41556 -6.89675
H 0.93997 -1.01727 -6.04608
H -0.32140 -0.11227 -4.36239
H 0.62720 0.50155 -3.01027
H -0.32198 -0.97095 -2.82314

***

[2]
84
Properties=species:S:1:pos:R:3 method="wB97M-V/def2-TZVPD" homo_lumo_gap_ev=8.98 lumo_ha=-0.003 charge=0 e_above_lowest_kcal_mol=67.5 largest_force_ev_per_a=10.39 smiles="NC(N)=O.NC(N)=O.NC(N)=O.CC(C)O.CC(C)O.CC(C)O.CC(C)O.CO.CO"
C -3.12622 -3.22437 0.19227
O -3.88964 -2.17348 0.70946
H -2.98335 -4.04557 0.91071
H -2.14384 -2.93320 -0.20846
H -3.68004 -3.67268 -0.61672
H -3.48314 -1.75391 1.48033
C -1.82935 2.22867 -1.46321
O -1.42868 1.72601 -0.21541
H -1.58333 1.63057 -2.31842
H -1.34512 3.17053 -1.65265
H -2.83947 2.54082 -1.54073
H -1.88044 2.29338 0.41353
C 3.21924 0.92393 1.97637
O 3.69315 0.42127 3.16772
N 2.29411 0.28774 1.28381
N 3.67978 1.99887 1.41871
H 1.77428 -0.44517 1.78934
H 1.83573 0.51656 0.36790
H 4.36141 2.47934 2.03066
H 3.39189 2.37059 0.52538
C 0.68207 -3.90140 -0.11687
O -0.31073 -4.83471 -0.18577
N 1.30579 -3.59583 0.99635
N 1.24641 -3.37132 -1.18207
H 0.96017 -3.92903 1.91339
H 2.09174 -2.94691 0.82018
H 0.85065 -3.72423 -2.04009
H 2.12907 -2.82357 -1.15594
C 1.15635 -0.19049 -1.64704
O 2.22276 -0.67504 -2.44204
N 0.20605 -0.95236 -1.23196
N 1.15656 0.93230 -1.03595
H 0.53025 -1.95582 -1.27666
H -0.76995 -0.71569 -0.89407
H 1.86943 1.63446 -1.28377
H 0.29461 1.29096 -0.62670
C 4.79929 -3.54455 -1.07017
C 4.71450 -2.40353 -0.06822
C 5.31352 -1.12220 -0.65335
O 3.57267 -2.20541 0.46651
H 4.46860 -3.28219 -2.07987
H 4.24566 -4.37471 -0.67811
H 5.81368 -3.85826 -1.21384
H 5.33749 -2.70934 0.76367
H 6.47854 -1.22133 -0.69541
H 5.15662 -0.29833 0.02543
H 4.84385 -0.83518 -1.55102
H 3.60613 -1.32891 0.75090
C -6.76896 0.75590 -1.04015
C -5.41597 0.71492 -0.33293
C -4.32885 0.11766 -1.24603
O -5.07896 1.77004 0.28319
H -6.97506 -0.08648 -1.64676
H -6.71749 1.55126 -1.78488
H -7.55262 0.91449 -0.27038
H -5.55880 -0.01856 0.45977
H -4.65723 -0.91104 -1.60124
H -3.40010 -0.07317 -0.68877
H -3.97842 0.77026 -2.07845
H -5.04706 2.47416 -0.34081
C 1.21282 4.14636 -2.32582
C 2.04191 4.15683 -1.06060
C 1.13131 3.95232 0.19810
O 2.94535 3.31611 -0.92593
H 1.85435 4.13657 -3.22185
H 0.53269 4.89542 -2.25697
H 0.67998 3.18147 -2.33757
H 2.42119 5.16063 -0.95941
H 0.32557 4.66597 0.26391
H 1.72734 4.06813 1.12840
H 0.72369 2.95926 0.30130
H 3.80215 3.64621 -1.25931
C -0.88309 -0.85669 2.00627
C -1.84077 -0.52480 3.02829
C -2.51711 0.77287 2.63648
O -2.68302 -1.42696 3.28586
H -0.30171 -1.70510 2.37866
H -0.12943 -0.15336 1.79677
H -1.35065 -1.03656 1.04611
H -1.30691 -0.49619 3.92525
H -3.28692 1.01526 3.29090
H -3.03725 0.74790 1.67050
H -1.83761 1.59647 2.53657
H -2.75312 -1.59487 4.28343

***

[3]
132
Properties=species:S:1:pos:R:3 method="wB97M-V/def2-TZVPD" homo_lumo_gap_ev=9.37 lumo_ha=-0.003 charge=0 e_above_lowest_kcal_mol=6.7 largest_force_ev_per_a=2.40 smiles="NC(N)=O.NC(N)=O.NC(N)=O.CC(C)O.CC(C)O.CC(C)O.CC(C)O.CC(C)O.CC(C)O.CC(C)O.CC(C)O.CC(C)O"
C 3.84367 1.97931 -2.36305
O 3.62690 2.63295 -3.38137
N 3.03012 1.94311 -1.28967
N 4.96393 1.23946 -2.17631
H 2.14062 2.40666 -1.31473
H 3.25638 1.35413 -0.50746
H 5.62467 1.16402 -2.92559
H 5.14888 0.88703 -1.25032
C 1.01496 3.80740 3.13069
O 0.68658 2.63116 2.92397
N 2.03320 4.17583 3.95327
N 0.40713 4.85349 2.53611
H 2.48396 3.39849 4.40686
H 2.25737 5.12916 4.15153
H -0.40257 4.71538 1.95530
H 0.57321 5.75854 2.93328
C -1.74305 0.84366 5.44982
O -2.11765 0.42108 6.53888
N -1.98868 0.20884 4.27210
N -0.96431 1.95108 5.25807
H -2.66999 -0.52631 4.21437
H -1.70891 0.72427 3.45827
H -0.39539 2.12806 4.44580
H -0.64139 2.34358 6.13021
C 1.92072 -4.76321 5.27063
C 1.04041 -3.54724 5.63969
C 0.98217 -2.43367 4.60716
O -0.31209 -4.02596 5.76271
H 1.41116 -5.50342 4.65330
H 2.19500 -5.23778 6.21155
H 2.72683 -4.35247 4.66233
H 1.41039 -3.11040 6.57174
H 1.99531 -2.03260 4.49885
H 0.45800 -1.53837 4.95636
H 0.44998 -2.70679 3.69687
H -0.28397 -4.92456 6.10178
C -0.80429 1.71633 -3.49388
C -0.54722 3.19443 -3.14666
C -1.52318 4.10687 -3.86688
O -0.72533 3.33847 -1.74842
H -0.01526 1.05390 -3.13042
H -0.98557 1.58153 -4.56110
H -1.69954 1.35356 -2.98069
H 0.47792 3.45095 -3.43437
H -1.20719 4.11167 -4.91576
H -1.39051 5.16907 -3.65264
H -2.56149 3.78926 -3.79080
H -0.16968 2.72669 -1.24656
C -4.93809 -0.33068 -2.11637
C -5.53207 0.16968 -3.43061
C -7.03368 0.02541 -3.58326
O -5.15427 1.52767 -3.57743
H -5.41215 0.24060 -1.31325
H -3.86809 -0.12803 -2.08640
H -5.14220 -1.39557 -1.98652
H -5.03939 -0.33659 -4.27014
H -7.44802 0.54562 -4.44969
H -7.58125 0.53217 -2.78097
H -7.35226 -1.01576 -3.66147
H -5.45373 1.93902 -2.74979
C 3.91957 0.41145 3.08952
C 4.11421 1.32948 1.90483
C 4.89043 2.63820 2.22247
O 4.76787 0.70363 0.80003
H 3.10450 -0.29845 2.92571
H 3.52481 0.89515 3.98834
H 4.80279 -0.14991 3.39953
H 3.14150 1.63952 1.51848
H 4.35497 3.26376 2.93498
H 4.93273 3.24600 1.31806
H 5.89570 2.42468 2.58778
H 5.65946 0.49041 1.10218
C -1.86282 -1.76834 -3.75322
C -2.21300 -2.96211 -2.89970
C -3.08512 -4.04474 -3.56749
O -1.00106 -3.64113 -2.47319
H -1.46838 -0.95771 -3.14255
H -2.74693 -1.36935 -4.25717
H -1.19726 -2.06025 -4.56578
H -2.68677 -2.57122 -1.99430
H -3.21879 -4.93557 -2.96159
H -2.49486 -4.33949 -4.44257
H -3.96683 -3.62238 -4.05117
H -1.14176 -3.91439 -1.56324
C 0.66125 -0.60524 1.05217
C -0.03961 0.38093 0.07789
C -1.53058 0.19338 -0.00315
O 0.35304 1.70505 0.38339
H 1.73461 -0.56577 0.85083
H 0.32079 -1.63710 0.97780
H 0.60343 -0.31103 2.10522
H 0.32986 0.08466 -0.90484
H -2.10027 0.32614 0.92201
H -1.82496 -0.75545 -0.46204
H -2.05684 0.88426 -0.67117
H 0.37630 1.84896 1.34705
C 4.81356 -3.92396 2.92024
C 3.82801 -4.26460 1.79800
C 3.26309 -2.94327 1.27899
O 4.50849 -4.86092 0.68179
H 5.72588 -3.52537 2.48007
H 4.96613 -4.86225 3.45775
H 4.45183 -3.20464 3.65574
H 3.04281 -4.97055 2.06042
H 2.50576 -3.03923 0.49661
H 4.01014 -2.30653 0.79199
H 2.80537 -2.32010 2.04903
H 4.74358 -4.16724 0.06065
C 1.85775 -1.97792 -2.12322
C 2.22905 -2.66392 -3.42657
C 2.91168 -4.01807 -3.21264
O 1.07429 -2.94487 -4.22223
H 2.78721 -1.85260 -1.56240
H 1.08294 -2.49920 -1.56209
H 1.50881 -0.96036 -2.31011
H 2.92359 -2.01328 -3.95939
H 3.84115 -3.99299 -2.63403
H 3.15154 -4.52977 -4.14314
H 2.24762 -4.66589 -2.63318
H 0.43453 -3.36276 -3.62072
C -3.84158 3.28296 -0.95095
C -5.16615 4.05361 -1.06962
C -5.19645 5.02348 -2.23443
O -6.21723 3.08604 -1.21994
H -2.97621 3.94499 -0.87120
H -3.60807 2.64951 -1.80787
H -3.83282 2.67531 -0.04455
H -5.32789 4.57002 -0.11911
H -6.24708 5.26751 -2.41394
H -4.90246 4.52931 -3.16510
H -4.55323 5.89656 -2.14489
H -7.04461 3.57474 -1.28405

***

[4]
98
Properties=species:S:1:pos:R:3 method="wB97M-V/def2-TZVPD" homo_lumo_gap_ev=8.71 lumo_ha=0.012 charge=0 e_above_lowest_kcal_mol=0.0 largest_force_ev_per_a=2.11 smiles=COCCNCCOC.COCCNCCOC.OCCO.OCCO.OCCO.OCCO.OCCO
C -2.31555 -1.48631 0.02713
O -2.13415 -2.86447 0.05069
C -0.95830 -3.31438 -0.58333
C -0.98611 -4.80896 -0.71716
N -0.98876 -5.41406 0.61769
C -1.24839 -6.86778 0.56470
C -1.75225 -7.32187 1.90710
O -3.05655 -6.81933 2.06886
C -3.57705 -7.12136 3.33488
H -1.60229 -0.95366 0.67050
H -3.29563 -1.29002 0.46945
H -2.32498 -1.05765 -0.98101
H -0.10937 -3.05040 0.06079
H -0.83255 -2.84525 -1.56899
H -0.05445 -5.10576 -1.21117
H -1.85097 -5.15845 -1.29610
H -1.78843 -5.00768 1.09841
H -0.33598 -7.38767 0.28041
H -2.06951 -7.04901 -0.14242
H -1.06243 -7.06364 2.71939
H -1.79803 -8.42605 1.90269
H -3.56686 -8.20698 3.51364
H -4.61769 -6.81113 3.41159
H -3.01452 -6.62536 4.13459
C 3.95419 2.26854 -2.20348
O 4.73927 1.21842 -1.70863
C 4.13664 0.43362 -0.65592
C 3.67281 1.26266 0.51602
N 2.87085 0.42725 1.40012
C 2.03434 1.09901 2.33948
C 1.50760 0.15418 3.42293
O 0.42195 0.65495 4.12780
C -0.80556 0.34754 3.49086
H 3.83086 3.09289 -1.49057
H 2.93381 1.93802 -2.45778
H 4.45246 2.65235 -3.09084
H 4.93009 -0.25632 -0.39010
H 3.28814 -0.04536 -1.16962
H 3.13605 2.16914 0.22860
H 4.57535 1.54969 1.07105
H 2.48796 -0.39840 0.96730
H 1.17186 1.61636 1.86004
H 2.56481 1.95003 2.78130
H 2.37015 -0.09171 4.05274
H 1.32794 -0.81973 2.93135
H -0.79796 0.73518 2.46611
H -1.60508 0.90606 3.98256
H -1.01662 -0.71644 3.60602
C -0.88794 1.68711 -1.48179
C 0.37284 0.98481 -1.03417
O 1.22840 0.70171 -2.14045
O -0.61457 3.06414 -1.63098
H -1.70011 1.54075 -0.75872
H -1.25921 1.25253 -2.41511
H 0.14021 0.01247 -0.59725
H 0.87204 1.60961 -0.28525
H 1.34049 -0.25311 -2.22537
H -1.08473 3.43520 -2.38980
C -1.13790 3.51108 -5.18081
C 0.26329 3.19371 -4.74249
O 0.43214 1.76913 -4.67938
O -2.06197 3.50797 -4.07543
H -1.45645 2.78678 -5.93416
H -1.13988 4.50034 -5.65526
H 0.52281 3.58130 -3.75425
H 0.97778 3.66066 -5.43021
H 0.89442 1.57746 -3.84900
H -2.86849 3.91992 -4.39665
C 0.29578 4.59402 1.01888
C 0.70891 5.84952 1.74576
O 2.11498 5.84222 2.01307
O 1.20955 4.39885 -0.04258
H -0.70321 4.76740 0.59750
H 0.23152 3.72716 1.68668
H 0.21708 5.99614 2.70524
H 0.50420 6.71678 1.10495
H 2.53919 5.42108 1.25748
H 0.74707 4.02522 -0.80019
C 2.65853 -3.05412 -0.52457
C 2.64217 -3.06049 -2.03267
O 2.51422 -1.75753 -2.56503
O 2.63095 -4.40767 -0.07972
H 1.81435 -2.52952 -0.07232
H 3.55698 -2.54323 -0.17239
H 1.88008 -3.77911 -2.36071
H 3.57257 -3.55384 -2.33616
H 3.16345 -1.68240 -3.26864
H 1.72790 -4.66190 0.14243
C -4.31569 3.87087 1.89465
C -3.55966 2.68821 2.41139
O -3.18810 1.80373 1.35396
O -3.58693 4.41235 0.80459
H -4.42121 4.62829 2.68274
H -5.33666 3.59067 1.60534
H -4.17720 2.10745 3.09458
H -2.65853 3.03475 2.92889
H -2.41913 2.21378 0.94577
H -4.03744 5.20708 0.50791